Entry from the Open Molecules 2025 dataset: a 8-piece molecular cluster, C48H113O25P overall in a non-equilibrium geometry (the ωB97M-V functional and the def2-TZVPD basis).

XYZ file:
```
187
Properties=species:S:1:pos:R:3:forces:R:3:lowdin_charge:R:1
C -4.1522 0.0631 4.0032 -0.7 -0.9 -0.1 -0.0484
C -3.6437 -0.9277 2.9745 1.0 -0.5 0.0 -0.2594
O -4.6510 -1.3724 2.0550 -0.9 0.8 -1.6 -0.1846
P -5.4066 -0.4158 0.9964 1.1 1.7 2.7 0.5157
O -6.0617 -1.0978 -0.1023 0.0 -0.2 -0.4 -0.2105
O -4.2567 0.7412 0.6381 -2.1 -1.4 0.5 -0.1783
C -4.5950 1.4648 -0.5679 0.5 0.1 -0.9 -0.2849
C -3.8524 2.7743 -0.7380 0.0 0.2 1.2 -0.0754
O -6.4524 0.4342 1.9786 1.7 -0.2 -1.4 -0.2029
C -7.5636 -0.1615 2.5855 -2.3 -0.8 -0.3 -0.2954
C -8.7148 -0.5770 1.6293 0.1 0.9 -0.8 -0.0827
H -5.1048 -0.4111 4.2395 -0.3 0.3 0.6 0.0686
H -3.5266 0.0072 4.8940 0.1 0.4 -0.2 0.0617
H -4.4094 1.0728 3.6832 0.5 -0.1 -0.2 0.0811
H -2.7324 -0.6930 2.4243 -0.2 0.7 -0.2 0.1086
H -3.3626 -1.8636 3.4573 -0.1 0.1 0.4 0.1006
H -4.3484 0.8189 -1.4106 -0.1 -0.1 0.0 0.1120
H -5.6578 1.6982 -0.6314 -0.2 -0.2 0.3 0.1137
H -4.2778 3.2715 -1.6098 0.4 0.0 -0.2 0.0803
H -4.0544 3.4230 0.1143 -0.3 0.1 0.1 0.0759
H -2.7645 2.7074 -0.7424 -0.1 -0.4 -0.5 0.0667
H -7.3247 -0.9691 3.2775 0.5 -0.1 -0.1 0.1084
H -8.1199 0.5906 3.1448 0.8 0.4 0.5 0.1117
H -8.5101 -1.1922 0.7531 0.3 -0.5 0.5 0.0619
H -9.6116 -0.8831 2.1680 0.3 -0.5 0.3 0.0720
H -9.0683 0.3437 1.1652 0.1 0.4 -0.1 0.0687
C 1.8971 -6.3704 6.3705 -0.3 -1.0 -0.4 -0.1022
O 1.1452 -6.2552 5.1401 2.1 -0.8 1.0 -0.1661
C 0.8054 -4.9134 4.9486 -1.4 0.1 -0.3 -0.2105
C 0.5798 -4.4408 3.4889 0.6 -0.5 0.4 -0.1379
O 1.8139 -3.9054 3.0157 0.4 -0.6 0.4 -0.1905
C 1.8548 -2.9597 1.9383 -1.1 -0.5 0.9 -0.1575
C 3.2986 -2.7389 1.5018 -0.2 0.3 1.1 -0.1253
O 4.1127 -2.2280 2.5741 -0.1 1.5 -2.0 -0.1820
C 4.2382 -2.8465 3.7854 0.1 -0.7 1.2 -0.1405
H 1.3868 -6.1866 7.3160 -1.0 0.6 -0.2 0.0777
H 2.7680 -5.7162 6.4107 0.2 -0.1 -0.5 0.0817
H 2.1537 -7.4221 6.4980 0.4 0.0 -0.5 0.0843
H 1.5276 -4.2531 5.4287 0.1 0.2 -0.1 0.1082
H -0.1319 -4.9154 5.5050 -0.5 1.3 -0.1 0.1166
H -0.2922 -3.7908 3.5617 0.3 0.9 -0.3 0.1159
H 0.2649 -5.2218 2.7969 0.0 -0.5 0.2 0.1137
H 1.3743 -2.0864 2.3794 0.3 0.7 -0.6 0.1114
H 1.2135 -3.3395 1.1430 0.2 0.2 -0.4 0.0973
H 3.3688 -1.9736 0.7288 -0.3 0.2 0.1 0.1203
H 3.7287 -3.6111 1.0095 0.1 -0.6 0.5 0.1214
H 4.9379 -2.3123 4.4281 0.7 0.2 -0.6 0.0803
H 4.5993 -3.8601 3.6114 -0.2 -0.4 0.6 0.1011
H 3.3550 -2.7856 4.4214 -0.5 -0.6 -0.3 0.0709
C -2.4570 5.6162 -4.3017 -1.1 -1.3 -0.3 -0.0989
O -1.7408 5.0654 -3.2262 -1.0 0.0 0.3 -0.2017
C -1.4999 5.9410 -2.1693 2.1 1.4 0.6 -0.1973
C -0.0548 6.4068 -2.4365 1.4 -0.4 0.9 -0.1716
O 0.5155 7.1502 -1.3221 -0.7 1.2 -1.0 -0.1525
C 1.9470 7.4606 -1.4043 -1.9 -1.0 -0.3 -0.1476
C 2.5722 6.2636 -0.7915 1.1 -2.1 -0.7 -0.1724
O 2.9584 5.3189 -1.8240 0.4 0.5 -0.8 -0.2213
C 4.3096 5.2315 -2.2026 1.1 -0.4 0.8 -0.1274
H -3.2427 6.3179 -4.0219 0.7 0.9 0.2 0.0921
H -3.1205 4.8141 -4.6252 0.3 -0.4 -0.6 0.0827
H -1.7939 5.9046 -5.1173 -0.2 0.4 0.0 0.0905
H -1.6412 5.5014 -1.1819 0.3 -0.6 -0.2 0.1264
H -2.0771 6.8624 -2.0920 -0.7 -0.1 -0.7 0.1233
H 0.0252 6.8464 -3.4308 -0.5 1.4 0.1 0.1220
H 0.5906 5.5654 -2.6886 0.0 -0.8 0.8 0.1017
H 2.2575 8.3481 -0.8528 -0.9 0.3 0.0 0.1220
H 2.1934 7.5625 -2.4612 0.4 0.1 0.0 0.1292
H 1.8506 5.6013 -0.3131 -0.3 0.9 0.7 0.1378
H 3.3685 6.5165 -0.0914 0.4 -0.2 -0.1 0.1246
H 4.7136 4.4104 -1.6103 0.5 0.0 0.0 0.0827
H 4.9495 6.1008 -2.0513 -0.4 0.5 0.6 0.0835
H 4.5689 5.0154 -3.2391 -1.1 -0.3 -0.4 0.0794
C 2.2965 -1.3971 8.8817 1.8 -0.4 -0.9 -0.0782
O 3.4353 -0.5633 8.5525 -1.0 0.7 1.1 -0.2198
C 3.9932 -0.7368 7.2539 0.0 -0.5 1.2 -0.1891
C 4.9694 0.4781 7.0012 -2.4 -0.8 -0.6 -0.1670
O 5.5230 0.5258 5.7074 -0.3 -0.9 -1.2 -0.1522
C 4.5293 0.7256 4.6222 1.7 1.3 -0.2 -0.1032
C 5.3273 0.7596 3.2570 0.5 -0.5 -0.2 -0.1790
O 4.5476 0.9857 2.0654 -0.3 -0.6 0.3 -0.2088
C 5.3352 0.8732 0.8599 0.2 0.5 1.5 -0.0884
H 2.6003 -2.4229 8.6732 0.1 -0.4 0.3 0.0761
H 1.4333 -1.2790 8.2268 -0.2 0.7 0.1 0.0635
H 2.0784 -1.3137 9.9464 0.0 0.3 -0.3 0.0901
H 3.1245 -0.8569 6.6067 0.3 0.4 -0.9 0.1007
H 4.4881 -1.7049 7.3309 0.5 -0.1 -0.7 0.1204
H 5.7189 0.5064 7.7921 0.2 -0.1 -0.4 0.1310
H 4.2812 1.3166 7.1075 0.1 0.5 0.3 0.1093
H 4.1949 1.7464 4.8071 -0.6 0.0 -0.2 0.1094
H 3.6807 0.0414 4.6254 0.3 -0.2 0.0 0.1069
H 5.9488 -0.1282 3.1405 -0.6 -0.9 0.1 0.1077
H 6.1526 1.4714 3.2749 -0.3 0.9 0.5 0.1145
H 4.7338 0.9346 -0.0471 -0.3 0.1 0.4 0.0791
H 5.9273 -0.0418 0.8430 -0.1 -0.3 0.1 0.0841
H 6.0284 1.7127 0.9125 0.3 0.1 -0.5 0.0797
C 0.9806 -0.7560 -6.1657 0.0 0.0 -0.5 -0.0980
O 1.4447 -2.0390 -6.5414 1.3 -0.5 -0.3 -0.1827
C 2.8323 -2.2682 -6.1698 -2.3 -1.1 1.0 -0.1566
C 2.8891 -2.5478 -4.6815 1.4 0.9 1.9 -0.2109
O 2.2891 -3.6608 -4.0547 -1.7 -1.5 -0.9 -0.1209
C 1.8039 -3.5311 -2.7356 0.9 -0.2 1.4 -0.1666
C 1.3925 -4.8758 -2.0490 -0.5 -0.5 0.0 -0.1452
O 1.3143 -4.7422 -0.6203 0.5 0.8 -0.3 -0.2305
C 1.3600 -5.8990 0.1986 0.7 -0.4 -0.4 -0.1025
H -0.0567 -0.6879 -6.4936 0.0 -0.1 0.2 0.0871
H 1.5232 -0.0035 -6.7379 0.1 0.3 0.1 0.0825
H 1.0577 -0.5546 -5.0973 0.0 0.0 0.0 0.0639
H 3.4638 -1.4031 -6.3720 0.0 0.1 0.0 0.1244
H 3.2373 -3.1671 -6.6347 -0.4 0.2 -0.7 0.1247
H 2.5792 -1.6470 -4.1517 0.0 0.2 0.1 0.1078
H 3.9397 -2.7247 -4.4512 0.6 0.6 0.0 0.1259
H 1.0326 -2.7752 -2.5879 -0.3 0.0 -0.5 0.1088
H 2.6219 -3.2242 -2.0838 0.4 0.4 0.1 0.1185
H 2.1309 -5.6572 -2.2286 0.0 0.0 -0.6 0.1220
H 0.3938 -5.1983 -2.3433 0.1 -0.2 -0.6 0.1232
H 0.3710 -6.3009 0.4188 -0.1 0.4 0.4 0.0918
H 2.0116 -5.6662 1.0407 -0.8 0.3 0.6 0.0832
H 1.8974 -6.7704 -0.1755 0.2 0.1 -1.1 0.0844
C -4.0603 -3.9970 5.3543 -0.9 0.9 -0.2 -0.1229
O -2.7362 -3.5874 5.4062 0.6 0.7 0.2 -0.1817
C -2.6190 -2.5806 6.4045 1.3 0.2 -1.0 -0.2002
C -1.3231 -1.7961 6.1846 -0.6 -1.1 1.8 -0.2305
O -1.3130 -1.2383 4.9124 0.0 0.4 -0.4 -0.1310
C -0.1601 -0.4850 4.4921 0.2 -2.1 0.5 -0.1331
C 0.0533 0.7174 5.3368 1.1 2.2 0.2 -0.1810
O 0.9673 1.5912 4.6740 -0.3 -0.8 -1.2 -0.1927
C 1.3626 2.7168 5.3761 0.4 0.4 -0.1 -0.1332
H -4.6614 -3.1167 5.1268 -0.4 0.2 -0.2 0.0742
H -4.3835 -4.2743 6.3577 -0.3 -0.9 -0.1 0.0904
H -4.2474 -4.6767 4.5231 0.3 -0.5 0.5 0.1016
H -2.6010 -3.0701 7.3782 0.0 0.2 0.3 0.1316
H -3.3689 -1.7898 6.3848 -0.9 -0.5 -0.3 0.1170
H -0.5396 -2.4595 6.5507 1.0 -0.3 -1.3 0.1156
H -1.3569 -1.1334 7.0494 0.0 1.2 -0.2 0.1200
H -0.1505 -0.3403 3.4118 -0.9 0.7 0.0 0.1222
H 0.6597 -1.1997 4.5639 0.7 0.1 0.5 0.1187
H 0.5400 0.5534 6.2983 -0.3 -0.8 0.4 0.1151
H -0.8403 1.3099 5.5332 -0.6 -0.4 -0.1 0.1349
H 0.5785 3.4521 5.5563 -0.5 -0.1 0.2 0.0870
H 2.0778 3.2255 4.7298 0.2 0.0 0.2 0.0895
H 1.8320 2.4447 6.3215 0.1 0.1 0.3 0.0827
C 0.3397 3.0528 -7.5852 1.4 0.2 -0.7 -0.0954
O 0.4087 1.8551 -8.3478 -0.6 -0.1 1.8 -0.1977
C -0.5082 1.7150 -9.4194 1.4 -0.7 -0.1 -0.1934
C -1.9580 1.5458 -9.0636 0.0 -0.1 0.5 -0.1853
O -2.1758 0.3445 -8.3545 -0.2 -0.5 0.0 -0.1623
C -2.5333 -0.8350 -9.0722 0.2 -0.6 -0.4 -0.1873
C -3.9693 -0.9209 -9.5455 -0.6 1.3 2.0 -0.1546
O -4.8670 -1.1442 -8.4353 0.2 -1.4 -2.1 -0.1585
C -4.7684 -0.2866 -7.3901 -0.3 1.9 2.0 -0.1737
H -0.5066 3.2667 -6.9324 -0.7 -0.2 -0.7 0.0775
H 0.6335 3.7946 -8.3278 -0.8 1.0 0.3 0.0901
H 1.1551 3.1051 -6.8638 0.3 -0.7 -0.1 0.0668
H -0.0994 0.7779 -9.7975 -0.5 -0.1 -0.7 0.1318
H -0.3017 2.5092 -10.1368 -0.4 0.2 -0.3 0.1248
H -2.6240 1.5870 -9.9255 0.2 0.3 -0.3 0.1239
H -2.2138 2.3459 -8.3689 -0.3 0.1 0.0 0.1234
H -2.3214 -1.6479 -8.3776 0.0 -0.1 -0.1 0.1377
H -1.9763 -1.0199 -9.9908 0.8 0.3 0.0 0.1237
H -4.1886 -1.6487 -10.3268 0.3 -0.2 0.3 0.1317
H -4.1899 0.0759 -9.9274 -0.3 0.2 -0.4 0.1120
H -3.9495 -0.4025 -6.6800 0.3 -0.9 0.0 0.0845
H -5.7035 -0.3075 -6.8304 0.0 -0.3 0.1 0.0937
H -4.6194 0.7699 -7.6128 -0.2 0.3 -0.9 0.0838
C 1.2284 0.6992 0.3830 -1.5 -0.2 -0.4 -0.0627
O 0.2263 -0.2363 0.8548 0.2 -0.2 -1.3 -0.2172
C -0.4586 -0.9965 -0.1962 0.4 -0.3 0.7 -0.1368
C -0.5765 -0.4468 -1.6527 -0.5 1.0 1.1 -0.1467
O -1.3036 0.8208 -1.7725 0.8 -1.0 -0.4 -0.1381
C -1.2743 1.3042 -3.1167 -0.3 0.7 0.7 -0.1840
C -0.0669 2.1572 -3.4710 -1.1 0.3 -2.4 -0.2077
O 1.1648 1.4934 -3.5919 1.2 0.3 0.4 -0.1883
C 2.3177 2.3424 -3.8372 -0.7 0.1 1.3 -0.0588
H 1.7825 0.3297 -0.4799 0.4 -0.4 0.2 0.0757
H 1.8773 0.9959 1.2070 -0.1 -0.1 -0.1 0.0842
H 0.6244 1.5140 -0.0161 0.5 0.6 0.1 0.0836
H -1.3164 -1.3930 0.3469 -0.8 0.8 -0.5 0.1169
H 0.0673 -1.9450 -0.3053 0.7 -0.1 -0.4 0.0909
H -1.0667 -1.1235 -2.3526 -0.1 -0.6 0.4 0.1256
H 0.4558 -0.3725 -1.9946 0.0 0.5 -0.3 0.0909
H -2.1311 1.9632 -3.2572 0.0 0.7 0.7 0.1132
H -1.6095 0.6053 -3.8830 1.0 -1.1 0.1 0.1248
H -0.1592 3.1741 -3.0896 0.9 -0.2 1.6 0.1079
H -0.3135 2.4822 -4.4817 -0.4 -0.2 -0.9 0.1067
H 2.4415 2.8243 -4.8070 -0.6 -0.5 -0.5 0.0728
H 3.2150 1.7653 -3.6138 -0.2 -0.2 -0.1 0.0874
H 2.2755 3.1768 -3.1371 0.1 0.1 0.3 0.0672
```
Forces are in eV/Å.

Properties
Lowest unoccupied orbital energy   0.438 eV
Kohn-Sham gap   9.4 eV
Net charge   0
Highest occupied orbital energy   -9.0025 eV
Structure (SMILES)   CCOP(=O)(OCC)OCC.COCCOCCOC.COCCOCCOC.COCCOCCOC.COCCOCCOC.COCCOCCOC.COCCOCCOC.COCCOCCOC
E   -4118.4368 a.u.
Energy relative to the best compared isomer or geometry (same formula, charge and spin)   6.191 eV